# 1
This record from the OMol25 dataset describes 2 unconnected molecules or ions with the total composition C2H3O3. The level of theory is wB97M-V/def2-TZVPD.

Each atom is followed by the atoms it is bonded to, with distances in Å.
Geometry (Å):
1 C -2.826 -0.152 -0.026  O3 1.175, O4 1.173
2 C -0.240 0.394 0.336  O5 1.379, H6 1.093, H7 1.003, H8 1.226
3 O -3.627 0.643 0.301  C1 1.175
4 O -2.536 -1.281 -0.160  C1 1.173
5 O -1.201 0.821 -0.556  C2 1.379
6 H -0.451 -0.657 0.550  C2 1.093
7 H -0.191 1.028 1.112  C2 1.003
8 H 0.822 0.406 -0.276  C2 1.226

Values from the calculation:
LUMO: 4.4 eV
Energy above the lowest of the compared OMol25 structures with the same formula, charge and spin: 25.7 kcal per mole
Net charge: -1
HOMO-LUMO gap: 7.9023 eV


# 2
This record from the OMol25 dataset describes a single C7H6N6OS molecule. The level of theory is wB97M-V/def2-TZVPD.

Each atom is followed by the atoms it is bonded to, with distances in Å.
Geometry (Å):
1 C -1.887 -0.358 -0.400  C2 1.370, C4 1.408, H16 1.023
2 C -2.180 -1.075 0.731  C1 1.370, O14 1.332, H17 1.140
3 C -0.719 0.404 1.298  C4 1.381, O14 1.352, H18 1.051
4 C -0.901 0.588 -0.059  C1 1.408, C3 1.381, C7 1.415
5 C 2.213 1.614 0.325  N8 1.292, N9 1.401, N13 1.395
6 C 2.993 -0.457 0.031  N11 1.405, N13 1.332, S15 1.642
7 C -0.207 1.468 -0.923  C4 1.415, N10 1.372, H19 1.073
8 N 3.017 1.429 1.320  C5 1.292, N11 1.335
9 N 1.411 2.753 0.176  C5 1.401, N10 1.241
10 N 0.349 2.632 -0.456  C7 1.372, N9 1.241
11 N 3.522 0.205 1.152  C6 1.405, N8 1.335, H20 0.981
12 N 1.288 0.211 -1.492  N13 1.375, H21 0.997
13 N 2.140 0.451 -0.440  C5 1.395, C6 1.332, N12 1.375
14 O -1.518 -0.577 1.773  C2 1.332, C3 1.352
15 S 3.114 -2.077 -0.210  C6 1.642
16 H -2.218 -0.452 -1.363  C1 1.023
17 H -2.851 -1.935 1.064  C2 1.140
18 H 0.011 0.868 1.895  C3 1.051
19 H -0.623 1.641 -1.896  C7 1.073
20 H 4.202 -0.230 1.709  N11 0.981
21 H 0.934 -0.718 -1.410  N12 0.997

Values from the calculation:
LUMO (alpha / beta): -1.4 / -1.4 eV
Energy above the lowest of the compared OMol25 structures with the same formula, charge and spin: 116.4 kcal per mole
HOMO-LUMO gap (alpha / beta): 6.7045 / 6.7052 eV


# 3
This record from the OMol25 dataset describes 16 unconnected molecules or ions with the total composition C4H41NO15. The level of theory is wB97M-V/def2-TZVPD.

Each atom is followed by the atoms it is bonded to, with distances in Å.
Geometry (Å):
1 C -0.554 0.191 -0.253  N2 1.496, H6 1.080, H7 1.104, H8 1.084
2 N -1.732 1.110 -0.173  C1 1.496, C4 1.500, H9 1.043
3 C -0.416 3.121 -0.964  C4 1.525, H10 1.089, H11 1.134, H12 1.082
4 C -1.376 2.546 0.072  N2 1.500, C3 1.525, C5 1.530, H13 1.092
5 C -0.823 2.720 1.488  C4 1.530, H14 1.089, H15 1.070, H16 1.054
6 H -0.929 -0.820 -0.216  C1 1.080
7 H 0.114 0.385 0.603  C1 1.104
8 H 0.005 0.337 -1.171  C1 1.084
9 H -2.243 1.065 -1.081  N2 1.043
10 H -0.247 4.185 -0.805  C3 1.089
11 H -0.824 2.952 -2.009  C3 1.134
12 H 0.541 2.616 -0.963  C3 1.082
13 H -2.296 3.133 0.022  C4 1.092
14 H -0.515 3.741 1.709  C5 1.089
15 H 0.042 2.124 1.692  C5 1.070
16 H -1.563 2.487 2.201  C5 1.054
17 H -2.644 0.250 -3.826  O19 0.982
18 H -1.222 0.247 -3.133  O19 0.951
19 O -2.156 0.147 -2.981  H17 0.982, H18 0.951
20 H 0.360 -3.298 -0.094  O22 0.994
21 H 1.377 -3.898 0.856  O22 0.916
22 O 0.900 -3.126 0.724  H20 0.994, H21 0.916
23 H 0.487 -2.008 2.075  O25 0.910
24 H -0.662 -0.986 2.271  O25 1.024
25 O 0.286 -1.257 2.549  H23 0.910, H24 1.024
26 H 3.709 1.511 0.547  O28 0.895
27 H 2.938 2.104 -0.630  O28 1.016
28 O 3.548 2.301 0.159  H26 0.895, H27 1.016
29 H -3.328 -1.262 1.015  O31 0.972
30 H -3.866 -0.404 -0.130  O31 0.994
31 O -3.873 -1.337 0.214  H29 0.972, H30 0.994
32 H 2.373 1.127 2.341  O34 0.979
33 H 1.690 -0.294 2.295  O34 0.962
34 O 2.502 0.186 2.105  H32 0.979, H33 0.962
35 H -0.452 -0.729 4.140  O37 0.996
36 H -0.577 0.744 4.617  O37 0.969
37 O -1.082 -0.081 4.558  H35 0.996, H36 0.969
38 H -3.014 -2.058 -1.044  O40 1.003
39 H -2.369 -1.436 -2.338  O40 0.970
40 O -2.537 -2.284 -1.898  H38 1.003, H39 0.970
41 H -0.479 -4.338 -2.045  O43 0.965
42 H -1.159 -2.956 -1.760  O43 1.009
43 O -0.301 -3.476 -1.650  H41 0.965, H42 1.009
44 H 0.937 -2.534 -2.457  O46 0.937
45 H 2.131 -1.660 -1.933  O46 0.978
46 O 1.624 -1.952 -2.716  H44 0.937, H45 0.978
47 H 2.984 0.943 -2.419  O49 0.900
48 H 2.131 0.269 -1.328  O49 1.022
49 O 2.286 1.116 -1.877  H47 0.900, H48 1.022
50 H 2.532 -0.563 0.586  O52 1.005
51 H 1.736 -1.754 0.017  O52 0.934
52 O 2.233 -1.013 -0.261  H50 1.005, H51 0.934
53 H -2.239 -0.213 3.103  O55 0.990
54 H -2.211 0.377 1.601  O55 1.006
55 O -2.235 -0.468 2.147  H53 0.990, H54 1.006
56 H 0.983 0.884 -3.081  O58 0.993
57 H 0.839 -0.552 -3.424  O58 0.944
58 O 0.425 0.272 -3.630  H56 0.993, H57 0.944
59 H 2.847 3.245 2.966  O61 0.937
60 H 2.631 2.868 1.507  O61 1.005
61 O 2.206 2.837 2.417  H59 0.937, H60 1.005

Values from the calculation:
⟨S²⟩: 0.754
Multiplicity: 2
LUMO (alpha / beta): -2.8 / -8.4 eV
Net charge: +1
HOMO-LUMO gap (alpha / beta): 11.2395 / 5.6407 eV


What did the first record say?
This record from the OMol25 dataset describes 2 unconnected molecules or ions with the total composition C2H3O3. The level of theory is wB97M-V/def2-TZVPD.

Each atom is followed by the atoms it is bonded to, with distances in Å.
Geometry (Å):
1 C -2.826 -0.152 -0.026  O3 1.175, O4 1.173
2 C -0.240 0.394 0.336  O5 1.379, H6 1.093, H7 1.003, H8 1.226
3 O -3.627 0.643 0.301  C1 1.175
4 O -2.536 -1.281 -0.160  C1 1.173
5 O -1.201 0.821 -0.556  C2 1.379
6 H -0.451 -0.657 0.550  C2 1.093
7 H -0.191 1.028 1.112  C2 1.003
8 H 0.822 0.406 -0.276  C2 1.226

Values from the calculation:
LUMO: 4.4 eV
Energy above the lowest of the compared OMol25 structures with the same formula, charge and spin: 25.7 kcal per mole
Net charge: -1
HOMO-LUMO gap: 7.9023 eV


What is the formula in the second record? C7H6N6OS